Formula: C38H49N5O14
Source: OMol25
Level of theory: ωB97M-V with the def2-TZVPD basis set

Calculated values
Molar mass in g/mol: 799.8
E_HOMO in eV: -9.291
Calculated total energy in Ha: -2803.991411
SMILES: O=[N+]([O-])c1ccccc1.O=[N+]([O-])c1ccccc1.O=[N+]([O-])c1ccccc1.O=[N+]([O-])c1ccccc1.O=[N+]([O-])c1ccccc1.CCO.CCO.CCO.CCO
HOMO-LUMO gap in eV: 8.357

Each atom is followed by the atoms it is bonded to, with distances in Å.
Element x y z (Å)
1 C -2.24 -3.73 2.92  H32 1.094, H54 1.086, O93 1.409, C106 1.536
2 H 1.62 -1.16 -1.65  C28 1.069
3 C 0.40 0.06 1.19  C5 1.387, C65 1.373, N67 1.551
4 H -0.07 1.52 -1.81  C43 1.092
5 C 0.46 -0.73 0.05  C3 1.387, C28 1.366, H53 1.077
6 N 3.63 4.47 -1.09  C8 1.522, O41 1.213, O42 1.203
7 H -8.19 0.22 4.17  C77 1.103
8 C 3.90 5.58 -2.10  N6 1.522, C70 1.384, C75 1.401
9 H 3.10 2.04 0.75  C63 1.073
10 C 4.55 7.76 -2.60  C31 1.405, H69 1.076, C75 1.352
11 H 3.26 -3.69 1.92  C20 1.114
12 C 4.09 6.16 -4.38  C31 1.416, H64 1.101, C70 1.386
13 H -4.01 -2.15 5.32  C51 1.088
14 N 1.23 2.03 -3.97  C21 1.453, O34 1.247, O100 1.226
15 H -0.44 -6.29 -1.46  C94 1.095
16 C 0.53 4.32 -3.60  C21 1.402, C58 1.390, H82 1.067
17 H -3.17 -1.42 -0.39  C80 1.070
18 H 4.52 -0.41 2.40  C33 1.087
19 H 1.26 -5.34 -3.20  C44 1.049
20 C 2.34 -3.17 1.58  H11 1.114, C40 1.492, H95 1.093, H99 1.072
21 C 0.52 2.99 -3.15  N14 1.453, C16 1.402, C43 1.336
22 O 0.43 -4.03 0.22  C40 1.434, H73 0.970
23 N -6.11 -3.48 6.09  C24 1.517, O57 1.214, O102 1.219
24 C -6.10 -2.13 5.38  N23 1.517, C50 1.382, C51 1.391
25 H 3.30 0.75 -1.11  C103 1.067
26 H 5.96 -1.27 2.59  C33 1.076
27 H -4.21 0.85 -0.50  C85 1.072
28 C 1.50 -0.51 -0.81  H2 1.069, C5 1.366, C103 1.404
29 H 3.55 4.19 -3.77  C70 1.097
30 H -2.15 1.50 -4.21  C71 1.115
31 C 4.51 7.44 -3.97  C10 1.405, C12 1.416, H101 1.080
32 H -3.07 -3.55 2.24  C1 1.094
33 C 5.59 -0.26 2.56  H18 1.087, H26 1.076, O61 1.430, C87 1.511
34 O 1.09 0.83 -3.65  N14 1.247
35 H 5.94 1.53 1.27  C87 1.067
36 H -1.25 5.62 -1.04  C66 1.117
37 H -0.13 6.28 -2.87  C58 1.060
38 H -3.21 -5.55 3.86  C106 1.167
39 H -3.97 -0.07 3.68  C62 1.093
40 C 1.64 -4.32 0.93  C20 1.492, O22 1.434, H46 1.095, H79 1.101
41 O 4.07 4.62 0.03  N6 1.213
42 O 2.99 3.53 -1.48  N6 1.203
43 C -0.12 2.58 -2.05  H4 1.092, C21 1.336, C83 1.369
44 C 0.31 -4.91 -3.06  H19 1.049, H74 1.090, O76 1.415, C94 1.544
45 H -8.16 -2.10 5.40  C50 1.087
46 H 1.38 -5.06 1.69  C40 1.095
47 H 5.43 -0.05 4.53  O61 0.939
48 C -6.05 0.19 3.95  C62 1.358, C77 1.396, H78 1.088
49 H -1.62 -5.17 -2.21  C94 1.119
50 C -7.30 -1.51 5.09  C24 1.382, H45 1.087, C77 1.382
51 C -4.89 -1.64 4.92  H13 1.088, C24 1.391, C62 1.410
52 N -1.18 -0.95 -4.47  C84 1.498, O88 1.249, O105 1.214
53 H -0.28 -1.47 -0.18  C5 1.077
54 H -1.88 -2.75 3.22  C1 1.086
55 H 5.87 -0.04 0.50  C87 1.103
56 H -1.80 -2.35 -2.21  C59 1.081
57 O -7.17 -4.08 6.07  N23 1.214
58 C -0.14 5.22 -2.79  C16 1.390, H37 1.060, C66 1.360
59 C -2.19 -1.34 -2.24  H56 1.081, C80 1.406, C84 1.404
60 C -3.27 1.24 -2.34  H68 1.097, C71 1.385, C85 1.382
61 O 5.72 0.45 3.79  C33 1.430, H47 0.939
62 C -4.87 -0.46 4.15  H39 1.093, C48 1.358, C51 1.410
63 C 2.37 1.27 0.62  H9 1.073, C65 1.409, C103 1.394
64 H 3.95 5.93 -5.45  C12 1.101
65 C 1.31 1.03 1.52  C3 1.373, C63 1.409, H92 1.049
66 C -0.82 4.81 -1.69  H36 1.117, C58 1.360, C83 1.392
67 N -0.78 -0.08 2.18  C3 1.551, O89 1.228, O90 1.227
68 H -3.68 2.26 -2.28  C60 1.097
69 H 4.80 8.77 -2.36  C10 1.076
70 C 3.79 5.20 -3.42  C8 1.384, C12 1.386, H29 1.097
71 C -2.46 0.82 -3.39  H30 1.115, C60 1.385, C84 1.366
72 H -3.61 -3.97 4.62  C106 1.077
73 H 0.55 -3.81 -0.71  O22 0.970
74 H -0.20 -4.62 -3.98  C44 1.090
75 C 4.24 6.86 -1.64  C8 1.401, C10 1.352, H97 1.088
76 O 0.50 -3.69 -2.36  C44 1.415, H104 1.007
77 C -7.25 -0.29 4.46  H7 1.103, C48 1.396, C50 1.382
78 H -6.06 1.13 3.39  C48 1.088
79 H 2.40 -4.80 0.29  C40 1.101
80 C -3.01 -0.80 -1.25  H17 1.070, C59 1.406, C85 1.371
81 H -1.08 -6.61 -3.06  C94 1.075
82 H 1.12 4.59 -4.45  C16 1.067
83 C -0.80 3.48 -1.28  C43 1.369, C66 1.392, H98 1.068
84 C -1.92 -0.43 -3.28  N52 1.498, C59 1.404, C71 1.366
85 C -3.64 0.42 -1.30  H27 1.072, C60 1.382, C80 1.371
86 H 7.30 0.48 1.44  C87 1.102
87 C 6.20 0.50 1.40  C33 1.511, H35 1.067, H55 1.103, H86 1.102
88 O -0.63 -2.06 -4.34  N52 1.249
89 O -0.76 0.58 3.22  N67 1.228
90 O -1.65 -0.88 1.86  N67 1.227
91 H -0.79 -4.16 1.60  O93 0.965
92 H 1.14 1.60 2.39  C65 1.049
93 O -1.22 -4.54 2.38  C1 1.409, H91 0.965
94 C -0.73 -5.83 -2.40  H15 1.095, C44 1.544, H49 1.119, H81 1.075
95 H 1.89 -2.73 2.48  C20 1.093
96 H -2.02 -4.61 4.86  C106 1.081
97 H 4.25 7.04 -0.57  C75 1.088
98 H -1.35 3.17 -0.41  C83 1.068
99 H 2.59 -2.40 0.88  C20 1.072
100 O 1.83 2.45 -4.95  N14 1.226
101 H 4.68 8.16 -4.76  C31 1.080
102 O -5.04 -3.83 6.55  N23 1.219
103 C 2.45 0.48 -0.53  H25 1.067, C28 1.404, C63 1.394
104 H 0.61 -2.92 -2.99  O76 1.007
105 O -1.11 -0.33 -5.51  N52 1.214
106 C -2.81 -4.49 4.13  C1 1.536, H38 1.167, H72 1.077, H96 1.081